(1)
Formula: C4H11N4O
Source: the OMol25 dataset
Level of theory: the ωB97M-V functional and the def2-TZVPD basis

- HOMO (eV) = -14.60
- charge = +1
- energy above the lowest of the compared OMol25 structures with the same formula, charge and spin (kcal/mol) = 132.3
- orbital gap (eV) = 11.40

CARTESIAN COORDINATES (ANGSTROEM)
1 C -3.349 -0.388 0.009
2 C 2.512 -0.101 0.151
3 C 1.094 -0.465 -0.223
4 C 0.106 0.683 0.147
5 N -4.169 -1.313 0.091
6 N -1.957 -0.681 -0.071
7 N -2.135 1.505 0.057
8 N -1.263 0.488 -0.470
9 O -3.453 0.977 0.037
10 H 2.776 1.025 -0.070
11 H 2.672 -0.459 1.235
12 H 3.167 -0.601 -0.398
13 H 0.955 -1.519 0.147
14 H 0.919 -0.446 -1.243
15 H 0.094 0.577 1.315
16 H 0.358 1.629 -0.057
17 H -5.123 -1.176 0.277
18 H -1.790 -1.618 -0.439
19 H -2.049 1.656 1.099
20 H -1.257 0.483 -1.451


(2)
Formula: C30H18F6N9O10PtS2
Source: the OMol25 dataset
Level of theory: the ωB97M-V functional and the def2-TZVPD basis

- HOMO (spin up / spin down) (eV) = -11.04 / -12.33
- charge = +1
- multiplicity = 5
- energy above the lowest of the compared OMol25 structures with the same formula, charge and spin (kcal/mol) = 7.0
- orbital gap (spin up / spin down) (eV) = 7.12 / 5.65

CARTESIAN COORDINATES (ANGSTROEM)
1 Pt 0.285 0.664 0.641
2 N 2.561 -0.666 4.177
3 C 2.577 -0.513 2.854
4 N 1.375 -0.136 2.464
5 C 0.660 -0.065 3.622
6 N 1.349 -0.383 4.687
7 C -0.753 0.318 3.603
8 C -1.551 0.346 4.741
9 N -2.841 0.641 4.673
10 C -3.347 0.895 3.471
11 C -2.563 0.881 2.325
12 N -1.267 0.609 2.408
13 H 3.316 -0.932 4.790
14 H 3.441 -0.655 2.226
15 H -1.129 0.120 5.712
16 H -4.404 1.117 3.411
17 H -2.972 1.067 1.341
18 C -2.480 3.236 -1.541
19 C -2.160 2.914 -2.884
20 C -1.123 2.043 -3.193
21 C -0.415 1.451 -2.168
22 C -0.777 1.698 -0.788
23 C -1.792 2.656 -0.520
24 C 0.705 0.531 -2.391
25 C 1.347 0.388 -3.638
26 C 2.374 -0.501 -3.756
27 C 2.747 -1.303 -2.656
28 C 3.766 -2.280 -2.732
29 C 4.050 -3.062 -1.651
30 C 3.320 -2.907 -0.449
31 C 2.347 -1.957 -0.335
32 C 2.052 -1.122 -1.437
33 N 1.086 -0.173 -1.338
34 H -3.261 3.959 -1.342
35 H -2.724 3.374 -3.685
36 H -0.896 1.837 -4.229
37 H -2.000 2.931 0.505
38 H 1.044 0.998 -4.476
39 H 2.903 -0.610 -4.694
40 H 4.305 -2.403 -3.663
41 H 4.822 -3.816 -1.712
42 H 3.529 -3.566 0.384
43 H 1.754 -1.860 0.563
44 O -2.156 -0.305 -0.993
45 C -1.684 -1.291 -0.422
46 O -0.726 -1.277 0.439
47 C -2.226 -2.659 -0.729
48 C -1.622 -3.789 -0.195
49 C -2.128 -5.030 -0.525
50 C -3.215 -5.196 -1.359
51 C -3.789 -4.047 -1.869
52 C -3.318 -2.783 -1.577
53 N -4.953 -4.180 -2.775
54 O -5.342 -5.300 -3.014
55 O -5.433 -3.155 -3.209
56 N -1.468 -6.232 0.033
57 O -1.941 -7.307 -0.254
58 O -0.492 -6.051 0.731
59 H -0.770 -3.709 0.462
60 H -3.598 -6.175 -1.605
61 H -3.790 -1.910 -2.003
62 F 2.670 2.427 3.656
63 C 3.318 2.881 2.582
64 F 4.320 2.042 2.312
65 F 3.804 4.074 2.833
66 S 2.147 2.925 1.115
67 O 0.807 2.804 1.704
68 O 2.477 1.708 0.359
69 N 2.483 4.161 0.292
70 S 2.035 5.675 0.660
71 O 2.960 6.565 0.055
72 O 1.633 5.804 2.024
73 C 0.477 5.857 -0.331
74 F 0.225 7.142 -0.511
75 F -0.551 5.304 0.318
76 F 0.586 5.263 -1.524


(3)
Formula: C4H11NO2
Source: the OMol25 dataset
Level of theory: the ωB97M-V functional and the def2-TZVPD basis

- HOMO (eV) = -9.32
- energy above the lowest of the compared OMol25 structures with the same formula, charge and spin (kcal/mol) = 77.4
- orbital gap (eV) = 10.10

CARTESIAN COORDINATES (ANGSTROEM)
1 C 0.425 1.956 -0.071
2 C 0.790 0.505 0.161
3 C 2.316 -1.310 0.013
4 C -2.704 -1.054 -0.218
5 H 0.699 2.545 -1.051
6 H 0.739 2.516 0.823
7 H -0.738 1.970 0.036
8 H 2.464 0.625 -1.040
9 H 1.674 -1.676 0.770
10 H 2.542 -2.213 -0.656
11 H 3.339 -1.144 0.405
12 H -2.310 0.961 0.581
13 H -2.858 -1.300 -1.266
14 H -2.196 -1.778 0.484
15 H -3.690 -0.906 0.278
16 N 1.597 -0.184 -0.704
17 O 0.137 -0.117 1.018
18 O -2.112 0.255 -0.237


(4)
Formula: C27H68IN6O5S
Source: the OMol25 dataset
Level of theory: the ωB97M-V functional and the def2-TZVPD basis

- HOMO (eV) = -10.47
- charge = +1
- orbital gap (eV) = 6.16

CARTESIAN COORDINATES (ANGSTROEM)
1 S -1.675 -0.570 4.830
2 C 0.135 -0.607 4.622
3 C 0.867 0.274 5.647
4 C 2.174 0.865 5.125
5 C 2.047 2.185 4.389
6 C 1.661 2.152 2.886
7 N 0.314 2.738 2.846
8 C -0.056 3.266 3.935
9 C 1.022 3.203 4.917
10 I 1.881 5.187 4.561
11 H -1.960 0.726 4.613
12 H 0.383 -1.643 4.785
13 H 0.378 -0.330 3.603
14 H 1.123 -0.362 6.486
15 H 0.188 1.015 6.052
16 H 2.796 1.060 5.992
17 H 2.703 0.109 4.555
18 H 3.033 2.622 4.370
19 H 1.555 1.178 2.418
20 H 2.349 2.750 2.304
21 H -0.261 2.710 2.004
22 H -1.020 3.702 4.124
23 H 0.777 3.203 5.964
24 C 1.257 4.980 -0.510
25 C 0.632 3.587 -0.621
26 C 0.512 3.088 -2.067
27 O -0.564 3.653 -2.784
28 C -0.296 4.912 -3.384
29 N -0.670 3.554 0.062
30 H 0.585 5.777 -0.824
31 H 1.532 5.193 0.523
32 H 2.163 5.036 -1.115
33 H 1.296 2.891 -0.093
34 H 0.306 2.013 -2.033
35 H 1.454 3.211 -2.616
36 H 0.736 4.979 -3.737
37 H -0.508 5.732 -2.695
38 H -0.964 5.016 -4.238
39 H -1.022 2.598 0.026
40 H -1.336 4.065 -0.517
41 C -4.918 2.249 0.264
42 C -5.316 3.407 -0.646
43 C -6.308 3.011 -1.750
44 O -5.727 2.318 -2.837
45 C -5.576 0.921 -2.658
46 N -4.101 4.016 -1.196
47 H -4.230 1.560 -0.227
48 H -4.416 2.629 1.155
49 H -5.793 1.683 0.589
50 H -5.813 4.154 -0.021
51 H -6.717 3.930 -2.178
52 H -7.155 2.446 -1.341
53 H -6.401 0.497 -2.079
54 H -4.624 0.683 -2.176
55 H -5.574 0.462 -3.646
56 H -4.358 4.844 -1.728
57 H -3.736 3.379 -1.901
58 C 1.174 0.978 -5.489
59 C 0.590 -0.233 -6.210
60 C -0.860 -0.030 -6.677
61 O -1.821 -0.139 -5.643
62 C -2.009 1.034 -4.877
63 N 0.729 -1.409 -5.346
64 H 0.773 1.088 -4.480
65 H 2.255 0.874 -5.397
66 H 0.972 1.899 -6.039
67 H 1.195 -0.400 -7.105
68 H -1.105 -0.825 -7.387
69 H -0.974 0.920 -7.213
70 H -1.910 1.939 -5.483
71 H -1.303 1.071 -4.043
72 H -3.016 1.005 -4.460
73 H 0.428 -2.232 -5.865
74 H 0.037 -1.318 -4.605
75 C 5.771 -4.146 6.932
76 C 5.819 -3.113 5.811
77 C 4.636 -2.133 5.828
78 O 3.421 -2.667 5.319
79 C 2.665 -3.413 6.260
80 N 5.944 -3.811 4.529
81 H 5.025 -4.918 6.747
82 H 6.734 -4.645 7.021
83 H 5.548 -3.676 7.892
84 H 6.725 -2.517 5.956
85 H 4.884 -1.297 5.166
86 H 4.482 -1.709 6.829
87 H 2.745 -2.994 7.267
88 H 2.969 -4.460 6.271
89 H 1.620 -3.378 5.949
90 H 6.077 -3.131 3.786
91 H 5.045 -4.237 4.317
92 C -0.150 -5.786 -1.802
93 C -0.559 -4.681 -2.770
94 C -1.564 -5.137 -3.839
95 O -0.998 -5.887 -4.895
96 C -0.841 -7.272 -4.640
97 N 0.648 -4.098 -3.365
98 H 0.535 -6.499 -2.259
99 H 0.361 -5.359 -0.939
100 H -1.021 -6.334 -1.438
101 H -1.053 -3.900 -2.182
102 H -1.981 -4.243 -4.312
103 H -2.405 -5.681 -3.389
104 H -1.657 -7.663 -4.026
105 H 0.117 -7.481 -4.160
106 H -0.853 -7.786 -5.601
107 H 0.381 -3.305 -3.940
108 H 1.010 -4.772 -4.035


(5)
Formula: C5H21NO6
Source: the OMol25 dataset
Level of theory: the ωB97M-V functional and the def2-TZVPD basis

- HOMO (eV) = -8.28
- energy above the lowest of the compared OMol25 structures with the same formula, charge and spin (kcal/mol) = 28.3
- orbital gap (eV) = 8.80

CARTESIAN COORDINATES (ANGSTROEM)
1 C 2.270 2.466 -0.917
2 C 1.955 1.816 0.511
3 N 1.768 0.376 0.338
4 C 0.983 -1.876 1.227
5 C 1.481 -0.472 1.490
6 C 0.535 0.128 2.596
7 O -0.181 1.091 2.371
8 H 3.308 2.295 -1.161
9 H 1.682 2.014 -1.654
10 H 2.060 3.513 -0.920
11 H 2.792 2.022 1.252
12 H 0.976 2.195 0.939
13 H 1.313 0.083 -0.507
14 H 1.525 -2.375 0.383
15 H -0.081 -1.762 0.971
16 H 1.033 -2.566 2.077
17 H 2.430 -0.543 2.033
18 H 0.512 -0.234 3.631
19 H -1.771 1.471 -1.723
20 H -0.459 1.869 -0.940
21 O -0.857 1.749 -1.836
22 H 0.522 -0.399 -3.243
23 H -0.377 0.122 -2.173
24 O 0.059 -0.705 -2.456
25 H -2.941 1.112 1.157
26 H -2.427 -0.157 0.396
27 O -2.554 0.831 0.327
28 H -0.801 -3.637 -1.961
29 H -0.851 -2.227 -2.229
30 O -1.431 -2.930 -1.906
31 H -1.739 -1.829 -0.588
32 H -3.031 -2.527 0.069
33 O -2.462 -1.735 0.111


(6)
Formula: C20H38BBr7Cl2F5MgN3O11P2
Source: the OMol25 dataset
Level of theory: the ωB97M-V functional and the def2-TZVPD basis

- HOMO (eV) = -6.68
- orbital gap (eV) = 1.68

CARTESIAN COORDINATES (ANGSTROEM)
1 C -2.024 0.329 5.043
2 C -0.751 1.236 5.097
3 O -0.774 2.087 3.931
4 B 0.208 1.773 2.991
5 O 1.553 2.067 3.309
6 C -0.124 1.123 1.544
7 C -0.944 2.221 0.767
8 C -2.414 2.369 1.348
9 C -3.447 2.064 0.206
10 C -2.665 3.782 1.980
11 O 1.152 0.769 1.012
12 C 1.252 -0.082 -0.053
13 O 2.601 -0.548 -0.025
14 C 1.217 0.790 -1.397
15 O 1.080 0.317 -2.507
16 N 1.429 2.236 -1.330
17 C 2.800 2.546 -1.261
18 O 3.617 2.014 -0.594
19 F 3.188 3.614 -2.018
20 C 0.343 -1.359 -0.096
21 Br 1.179 -2.710 -1.356
22 Br -1.429 -0.954 -0.971
23 N 0.038 -2.024 1.170
24 P -1.163 -3.329 1.054
25 N -2.544 -2.847 1.657
26 P 1.347 -2.365 2.226
27 O 1.899 -1.192 2.956
28 O 2.619 -3.161 1.569
29 O 0.718 -3.368 3.383
30 H -2.854 0.865 5.544
31 H -1.874 -0.633 5.571
32 H -2.313 0.187 3.982
33 H -0.829 1.899 5.985
34 H 0.197 0.665 5.118
35 H 1.907 1.390 3.902
36 H -0.826 0.292 1.770
37 H -0.386 3.175 0.873
38 H -1.064 2.025 -0.317
39 H -2.559 1.587 2.122
40 H -3.080 2.360 -0.796
41 H -4.400 2.612 0.363
42 H -3.635 0.973 0.157
43 H -2.940 3.732 3.050
44 H -3.547 4.215 1.459
45 H -1.832 4.491 1.806
46 H 2.992 -0.431 -0.902
47 H 1.014 2.608 -2.191
48 H -1.287 -3.788 -0.291
49 H -0.778 -4.467 1.814
50 H -2.463 -1.874 1.952
51 H 2.338 -3.944 1.068
52 H 1.444 -3.417 4.030
53 C 1.351 5.910 -4.253
54 C 0.525 6.866 -5.101
55 O -0.689 6.304 -5.558
56 C -1.823 6.264 -4.671
57 O -2.096 7.417 -4.137
58 C -1.698 5.132 -3.595
59 F -1.098 4.036 -4.115
60 F -2.908 4.729 -3.175
61 F -1.000 5.463 -2.500
62 H 1.309 4.899 -4.664
63 H 2.393 6.235 -4.213
64 H 0.995 5.872 -3.226
65 H 1.097 7.081 -6.007
66 H 0.378 7.830 -4.605
67 H -2.594 5.842 -5.352
68 Mg -1.201 -1.444 -3.622
69 Cl 5.071 -3.931 -4.669
70 C 3.513 -3.581 -5.452
71 C 2.383 -3.508 -4.452
72 Cl 2.010 -5.103 -3.742
73 H 3.332 -4.346 -6.204
74 H 3.619 -2.622 -5.958
75 H 1.474 -3.159 -4.948
76 H 2.614 -2.821 -3.641
77 Br 2.973 -4.169 6.358
78 C 2.642 -6.030 6.827
79 C 1.988 -6.775 5.692
80 Br 0.097 -6.334 5.546
81 H 2.046 -6.025 7.735
82 H 3.623 -6.448 7.043
83 H 2.018 -7.848 5.873
84 H 2.438 -6.560 4.727
85 C -3.073 -6.123 -3.140
86 Br -3.257 -7.974 -3.647
87 Br -3.609 -5.813 -1.311
88 Br -1.278 -5.471 -3.472
89 H -3.743 -5.551 -3.769
90 F -3.007 -0.163 -2.312